19
Properties=species:S:1:pos:R:3 method="wB97M-V/def2-TZVPD" e_above_lowest_kcal_mol=54.64 energy_ha=-1305.756180 homo_lumo_gap_ev="6.33 / 8.59" fmax_ha_per_bohr=0.084
C -0.794 1.094 0.409
C -0.555 -1.148 0.053
C 1.751 1.501 -0.914
C 1.779 -1.356 0.917
C -2.784 -0.111 -0.492
N -1.316 -0.052 -0.159
N 0.389 0.678 1.052
N 0.530 -0.610 0.679
O -1.255 2.196 0.437
O -0.752 -2.285 -0.225
S 3.201 0.915 -0.138
S 2.910 -1.135 -0.495
H 1.129 0.994 -1.621
H 1.549 2.557 -0.768
H 2.195 -0.761 1.761
H 1.420 -2.328 1.276
H -2.952 0.602 -1.249
H -2.984 -1.180 -0.735
H -3.461 0.430 0.213



17
Properties=species:S:1:pos:R:3 method="wB97M-V/def2-TZVPD" e_above_lowest_kcal_mol=0.00 energy_ha=-832.433271 homo_lumo_gap_ev=8.89 smiles="Cn1c(N)cc(=O)[nH]c1=S" fmax_ha_per_bohr=0.071
C 1.443 1.371 -0.430
C 0.283 -0.370 0.755
C -0.705 -1.315 0.905
C -1.747 -1.424 -0.031
C -0.648 0.359 -1.345
H 1.271 2.076 0.438
H 1.393 1.920 -1.357
H 2.501 0.912 -0.323
H 0.842 -0.373 2.658
H 1.616 0.748 1.534
H -0.680 -1.880 1.817
H -2.148 -0.759 -2.055
N 0.378 0.390 -0.431
N 1.262 -0.194 1.652
N -1.636 -0.620 -1.158
O -2.657 -2.243 0.053
S -0.769 1.404 -2.682



17
Properties=species:S:1:pos:R:3 method="wB97M-V/def2-TZVPD" e_above_lowest_kcal_mol=74.58 energy_ha=-832.314414 homo_lumo_gap_ev=10.08 fmax_ha_per_bohr=0.085
C 3.085 -1.630 1.069
C 1.944 0.117 1.272
C -0.437 0.792 -0.664
C -0.528 1.457 0.456
C -1.596 0.459 -1.495
N 2.134 -0.921 0.457
N 3.451 -1.120 2.222
N 2.728 0.017 2.320
O 0.850 2.365 2.584
S 1.106 1.883 1.191
H 3.366 -2.704 0.941
H 0.541 0.645 -0.988
H -1.369 1.726 1.127
H -1.507 0.742 -2.506
H -1.932 -0.674 -1.512
H -2.540 0.755 -1.014
H 2.850 0.637 3.158



17
Properties=species:S:1:pos:R:3 method="wB97M-V/def2-TZVPD" e_above_lowest_kcal_mol=49.93 total_charge=+1 energy_ha=-488.672252 homo_lumo_gap_ev=10.40 fmax_ha_per_bohr=0.107
C -1.893 -0.901 -1.058
C -0.098 -0.199 -0.127
C 0.149 -2.113 -1.285
C 1.882 0.614 1.256
C 0.201 2.313 1.189
N -1.401 -0.052 -0.226
N 0.728 -1.008 -0.603
N -1.195 -1.842 -1.684
N 0.863 1.160 0.809
O 0.644 -3.156 -1.460
H -2.961 -0.965 -1.065
H 2.662 1.207 1.815
H 2.046 -0.354 0.695
H 0.271 2.524 2.287
H -0.899 2.251 0.851
H 0.756 3.108 0.671
H -1.754 -2.586 -2.066



18
Properties=species:S:1:pos:R:3 method="wB97M-V/def2-TZVPD" e_above_lowest_kcal_mol=148.79 spin_multiplicity=3 total_charge=+1 energy_ha=-563.644333 homo_lumo_gap_ev="7.14 / 8.07" fmax_ha_per_bohr=0.134
C 0.314 -2.731 1.230
C 1.192 -1.868 1.787
C 0.062 -0.647 0.388
C 0.990 2.147 -0.202
C -0.353 0.410 -0.463
N 0.923 -0.598 1.325
N -0.395 -1.974 0.355
N -1.564 0.821 -0.815
N 2.234 -2.065 2.798
O 2.259 -3.186 3.276
O 2.888 -1.038 3.003
H 0.383 -3.904 1.270
H 0.528 2.814 -0.946
H 1.804 1.458 -0.614
H 1.735 0.121 1.504
H -1.208 -2.238 -0.136
H -2.432 0.420 -0.514
H -1.476 1.585 -1.411



18
Properties=species:S:1:pos:R:3 method="wB97M-V/def2-TZVPD" e_above_lowest_kcal_mol=12.02 total_charge=+1 energy_ha=-886.877322 homo_lumo_gap_ev=8.71 smiles="O[C@@]12N=CN=C[C@]1(S)NC=[NH+]2" fmax_ha_per_bohr=0.083
C 0.390 1.377 1.012
C 2.224 0.603 0.058
C -0.867 -1.770 0.621
C -0.607 0.489 0.263
C 0.198 -0.272 -0.797
N 1.635 1.504 0.957
N 1.611 -0.163 -0.734
N -1.166 -0.572 1.152
N -0.188 -1.700 -0.489
O -0.270 0.132 -2.006
S -2.056 1.494 -0.380
H -0.208 1.798 1.831
H 3.317 0.393 0.283
H -1.004 -2.791 1.121
H -1.964 -0.372 1.765
H 0.069 -2.420 -1.096
H 0.195 -0.215 -2.694
H -1.312 2.486 -0.867



17
Properties=species:S:1:pos:R:3 method="wB97M-V/def2-TZVPD" e_above_lowest_kcal_mol=74.33 total_charge=+1 energy_ha=-811.582491 homo_lumo_gap_ev=8.21 smiles="SN1C=[NH+]N2CC=CN=C12" fmax_ha_per_bohr=0.076
C -1.508 1.226 -0.065
C -0.488 2.111 0.010
C 2.156 -1.557 -0.074
C 1.017 0.424 -0.099
C -1.390 -0.270 0.011
N 0.830 1.651 -0.032
N 2.388 -0.233 -0.087
N 0.119 -0.578 -0.068
N 0.820 -1.805 -0.073
S 3.811 0.717 0.100
H -2.602 1.432 -0.113
H -0.498 3.131 0.093
H 3.014 -2.190 -0.005
H -1.678 -0.717 0.913
H -1.768 -0.907 -0.827
H 0.364 -2.657 0.182
H 3.041 1.778 0.767



19
Properties=species:S:1:pos:R:3 method="wB97M-V/def2-TZVPD" e_above_lowest_kcal_mol=93.78 total_charge=+1 energy_ha=-598.119669 homo_lumo_gap_ev=9.92 smiles="[H]/N=C/N1C(=O)N1c1n[nH+]c(C)[nH]1" fmax_ha_per_bohr=0.096
C 0.416 -0.822 0.094
C -1.790 -0.804 -0.062
C 2.545 2.089 0.096
C 2.934 -0.539 -0.116
C -3.181 -0.603 0.077
N -0.763 -0.053 0.329
N 0.105 -1.935 -0.510
N 2.428 0.686 -0.113
N 1.637 -0.372 0.505
N -1.230 -1.918 -0.570
N 1.707 2.823 0.707
O 3.745 -1.251 -0.492
H 3.374 2.340 -0.599
H -3.803 -1.469 0.572
H -3.589 0.400 0.348
H -3.797 -0.703 -0.786
H -1.713 -2.646 -0.926
H 1.673 3.793 0.739
H -0.699 0.982 0.706



14
Properties=species:S:1:pos:R:3 method="wB97M-V/def2-TZVPD" e_above_lowest_kcal_mol=49.67 energy_ha=-324.645306 homo_lumo_gap_ev=9.85 fmax_ha_per_bohr=0.056
C -0.599 -1.878 -0.012
C -0.852 0.352 0.938
C 0.141 1.008 0.272
C 0.645 0.602 -1.126
C 0.698 2.139 0.917
H 0.524 -1.940 0.247
H -0.970 -2.801 0.250
H -0.818 -1.809 -1.071
H -1.260 0.680 1.923
H -0.119 0.653 -1.901
H 1.131 -0.372 -1.120
H 1.546 1.238 -1.404
N 1.338 2.987 1.412
O -1.406 -0.859 0.676



14
Properties=species:S:1:pos:R:3 method="wB97M-V/def2-TZVPD" e_above_lowest_kcal_mol=29.23 energy_ha=-324.677880 homo_lumo_gap_ev=10.68 fmax_ha_per_bohr=0.021
C -1.438 -0.987 0.150
C -0.168 -0.269 0.609
C 1.001 -0.354 -0.401
C 1.043 1.063 -0.976
O 0.213 1.883 1.644
C -0.125 1.251 0.683
N 0.111 1.854 -0.604
H -2.280 -0.819 0.830
H -1.243 -2.066 0.134
H -1.741 -0.686 -0.858
H 0.108 -0.604 1.613
H 1.931 -0.705 0.055
H 0.770 -1.006 -1.250
H 1.817 1.446 -1.629



14
Properties=species:S:1:pos:R:3 method="wB97M-V/def2-TZVPD" e_above_lowest_kcal_mol=28.43 energy_ha=-324.679154 homo_lumo_gap_ev=8.89 smiles=Cc1occc1N fmax_ha_per_bohr=0.031
C -1.653 -1.064 0.145
C -0.271 -0.517 0.135
C 0.253 0.701 -0.177
N -0.468 1.842 -0.603
C 1.708 0.536 -0.064
C 1.870 -0.718 0.396
O 0.728 -1.398 0.485
H -2.347 -0.283 -0.167
H -1.748 -1.901 -0.554
H -1.938 -1.413 1.141
H -0.019 2.707 -0.333
H -1.427 1.855 -0.271
H 2.496 0.862 -0.694
H 2.815 -1.208 0.562



14
Properties=species:S:1:pos:R:3 method="wB97M-V/def2-TZVPD" e_above_lowest_kcal_mol=15.59 energy_ha=-324.699628 homo_lumo_gap_ev=8.47 smiles=Cn1cccc1O fmax_ha_per_bohr=0.005
C -1.827 0.134 0.475
N -0.500 -0.142 -0.027
C 0.073 -1.395 -0.144
C 1.413 -1.237 -0.359
C 1.690 0.167 -0.370
C 0.486 0.788 -0.162
O 0.130 2.098 -0.083
H -1.950 1.213 0.555
H -1.929 -0.294 1.475
H -2.617 -0.269 -0.167
H -0.549 -2.279 -0.084
H 2.133 -2.037 -0.472
H 2.648 0.657 -0.486
H 0.925 2.617 -0.255



14
Properties=species:S:1:pos:R:3 method="wB97M-V/def2-TZVPD" e_above_lowest_kcal_mol=84.22 energy_ha=-324.590257 homo_lumo_gap_ev=9.47 fmax_ha_per_bohr=0.024
N 2.153 -1.287 1.001
C 0.976 -0.947 0.965
O 0.442 0.041 -1.220
C 0.317 1.265 -0.441
C -0.829 0.617 0.308
C -1.037 -0.170 -0.982
C -0.246 -0.488 1.180
H 2.535 -1.882 0.269
H 0.020 2.091 -1.101
H 1.187 1.568 0.154
H -1.608 1.214 0.791
H -1.472 0.250 -1.880
H -1.522 -1.144 -0.782
H -0.918 -1.128 1.737



14
Properties=species:S:1:pos:R:3 method="wB97M-V/def2-TZVPD" e_above_lowest_kcal_mol=30.92 energy_ha=-324.675186 homo_lumo_gap_ev=11.05 smiles="CC[C@H](C#N)C=O" fmax_ha_per_bohr=0.035
C 1.332 -1.303 0.226
C 0.742 -0.044 -0.428
C -0.546 0.542 0.232
C -1.214 1.632 -0.552
O -2.398 1.826 -0.600
C -1.449 -0.513 0.700
N -2.090 -1.398 1.082
H 1.511 -1.163 1.295
H 2.289 -1.558 -0.246
H 0.676 -2.173 0.106
H 1.490 0.754 -0.458
H 0.521 -0.290 -1.478
H -0.418 1.339 1.029
H -0.444 2.350 -0.908



14
Properties=species:S:1:pos:R:3 method="wB97M-V/def2-TZVPD" e_above_lowest_kcal_mol=29.58 energy_ha=-324.677323 homo_lumo_gap_ev=10.63 fmax_ha_per_bohr=0.019
C -1.757 -1.050 0.254
C -0.394 -0.534 0.581
C 0.195 0.543 0.043
C 1.683 0.764 0.184
O 2.317 0.043 -0.852
C -0.528 1.379 -0.880
N -1.124 2.081 -1.582
H -2.467 -0.836 1.058
H -1.723 -2.138 0.128
H -2.134 -0.611 -0.672
H 0.182 -1.087 1.324
H 1.863 -0.803 -0.886
H 1.967 1.812 0.070
H 2.012 0.421 1.177



14
Properties=species:S:1:pos:R:3 method="wB97M-V/def2-TZVPD" e_above_lowest_kcal_mol=88.70 energy_ha=-324.583115 homo_lumo_gap_ev=7.50 fmax_ha_per_bohr=0.012
C -1.802 0.114 0.512
N -0.444 -0.217 0.121
C 0.130 -1.559 0.058
C 1.471 -1.584 -0.141
C 1.714 -0.107 -0.490
C 0.492 0.654 -0.106
O 0.221 1.957 0.059
H -2.319 0.692 -0.266
H -1.785 0.692 1.444
H -2.327 -0.828 0.681
H -0.611 -2.350 0.115
H 1.559 -0.368 -1.568
H 2.676 0.412 -0.432
H 1.026 2.492 0.014



14
Properties=species:S:1:pos:R:3 method="wB97M-V/def2-TZVPD" e_above_lowest_kcal_mol=119.58 energy_ha=-324.533900 homo_lumo_gap_ev=9.60 smiles="CC(=O)[C@@]12C[C@@H]1N2" fmax_ha_per_bohr=0.031
C -1.686 0.505 -0.493
C 0.100 -0.751 0.300
N 0.864 -1.541 1.125
C 0.854 -0.032 1.259
C 1.253 0.561 -0.026
C -0.456 -0.307 -0.949
O -0.200 -0.675 -2.084
H -1.869 1.289 -1.210
H -1.684 0.904 0.538
H -2.486 -0.248 -0.511
H 1.648 -2.025 0.702
H 0.580 0.467 2.171
H 2.106 0.244 -0.621
H 0.977 1.610 -0.202



14
Properties=species:S:1:pos:R:3 method="wB97M-V/def2-TZVPD" e_above_lowest_kcal_mol=36.31 energy_ha=-324.666607 homo_lumo_gap_ev=9.84 smiles="CO/C(C)=C/C#N" fmax_ha_per_bohr=0.024
C -1.590 -1.280 0.781
C -0.407 0.763 -0.675
C 0.003 2.091 -0.986
N 0.240 3.208 -1.200
C 0.384 -0.141 -0.067
O -0.192 -1.217 0.514
C 1.921 -0.044 -0.016
H -1.698 -1.570 1.831
H -2.074 -0.304 0.645
H -2.052 -1.994 0.090
H -1.441 0.484 -0.852
H 2.403 -1.013 0.178
H 2.240 0.681 0.748
H 2.262 0.336 -0.992



14
Properties=species:S:1:pos:R:3 method="wB97M-V/def2-TZVPD" e_above_lowest_kcal_mol=147.68 energy_ha=-324.489124 homo_lumo_gap_ev=8.15 fmax_ha_per_bohr=0.013
C 0.882 0.384 1.389
C -0.345 0.015 0.825
C -0.407 -0.670 -0.431
N 0.199 -1.885 -0.681
C -0.856 0.318 -1.272
C -1.235 1.525 -0.543
O -1.156 1.078 0.803
H 1.692 -0.334 1.324
H 1.012 1.409 0.363
H 0.864 1.018 2.275
H 0.090 -2.249 -1.618
H 0.035 -2.595 0.017
H -0.828 0.276 -2.354
H 0.294 1.902 -0.342



14
Properties=species:S:1:pos:R:3 method="wB97M-V/def2-TZVPD" e_above_lowest_kcal_mol=50.40 energy_ha=-324.644157 homo_lumo_gap_ev=9.84 smiles="C[C@@H]1N[C@H]1C=C=O" fmax_ha_per_bohr=0.020
C 0.538 -0.978 -1.711
C 0.026 -0.132 -0.578
N 0.557 1.219 -0.457
C 0.691 0.302 0.677
C -0.225 0.509 1.849
C -1.474 0.099 1.755
O -2.576 -0.266 1.618
H 0.254 -2.029 -1.586
H 1.619 -0.900 -1.844
H 0.056 -0.610 -2.625
H -0.174 1.898 -0.263
H 1.718 0.026 0.914
H 0.036 1.132 2.697
H -1.047 -0.270 -0.445